{
  "formula": "C38H36FeN2OP2S",
  "method": "ωB97M-V/def2-TZVPD",
  "e_lumo_ev": [-5.911, -5.912],
  "e_homo_ha": [-0.5194, -0.5193],
  "charge": 2,
  "homo_lumo_gap_ev": [8.2, 8.2],
  "multiplicity": 1,
  "symbols": ["Fe", "O", "S", "C", "C", "C", "C", "C", "C", "P", "C", "C", "C", "C", "C", "C", "C", "C", "C", "C", "C", "C", "C", "C", "C", "C", "C", "C", "P", "C", "C", "C", "C", "C", "C", "C", "C", "C", "C", "C", "C", "H", "H", "H", "H", "H", "H", "H", "H", "H", "H", "H", "H", "H", "H", "H", "H", "H", "H", "H", "H", "H", "H", "H", "H", "H", "H", "H", "H", "N", "C", "C", "N", "H", "H", "H", "H", "H", "H", "H", "H"],
  "xyz": [[-0.07248, -1.16656, -0.84191], [2.89745, -2.23611, -1.13975], [2.12264, -1.02490, -0.83760], [2.58646, 0.28090, -1.94958], [3.82938, 0.29253, -2.56172], [4.15040, 1.37488, -3.36639], [3.24347, 2.41624, -3.53929], [1.99596, 2.37746, -2.93480], [1.64643, 1.28805, -2.14195], [0.01287, 1.11548, -1.34748], [-1.18993, 1.13317, -2.70549], [-2.55076, 1.28045, -2.40953], [-3.50242, 1.12235, -3.40365], [-3.11160, 0.78945, -4.69695], [-1.76781, 0.62297, -4.99208], [-0.80604, 0.79383, -4.00238], [-0.09587, 2.66871, -0.41688], [-1.11616, 3.60134, -0.57210], [-1.07959, 4.79147, 0.14316], [-0.02459, 5.06119, 1.00037], [1.00840, 4.14225, 1.14081], [0.97200, 2.95051, 0.43905], [2.64198, -0.37987, 0.74448], [3.95296, 0.01774, 0.95902], [4.33171, 0.39528, 2.23677], [3.41439, 0.34877, 3.28281], [2.11012, -0.06312, 3.05910], [1.70298, -0.41157, 1.77345], [0.03734, -1.02777, 1.38022], [-0.02075, -2.58801, 2.31035], [-0.99250, -2.88433, 3.26249], [-0.98443, -4.11908, 3.89962], [-0.01412, -5.05991, 3.59212], [0.96670, -4.76543, 2.65208], [0.96544, -3.53627, 2.01360], [-1.19457, 0.09928, 2.07844], [-2.54287, -0.26546, 1.97748], [-3.54164, 0.60187, 2.38612], [-3.20738, 1.85281, 2.89208], [-1.87631, 2.22051, 2.99918], [-0.87231, 1.34928, 2.59665], [4.51539, -0.53298, -2.41717], [5.11182, 1.40995, -3.86059], [3.51022, 3.26079, -4.16052], [1.29072, 3.18608, -3.08697], [-2.86694, 1.52412, -1.40045], [-4.55074, 1.26274, -3.17421], [-3.85660, 0.66772, -5.47167], [-1.45960, 0.37196, -5.99834], [0.24099, 0.67927, -4.25380], [-1.92917, 3.42615, -1.26227], [-1.87323, 5.51542, 0.01549], [0.00356, 5.99511, 1.54587], [1.84689, 4.36178, 1.78918], [1.79072, 2.24666, 0.54211], [4.66957, 0.02243, 0.14761], [5.34893, 0.71115, 2.42432], [3.72475, 0.62474, 4.28170], [1.41132, -0.12249, 3.88475], [-1.73839, -2.15108, 3.53661], [-1.73466, -4.33856, 4.64747], [-0.01100, -6.01805, 4.09400], [1.73989, -5.48801, 2.42713], [1.75691, -3.30644, 1.30454], [-2.81795, -1.25118, 1.61641], [-4.57903, 0.30045, 2.32230], [-3.98613, 2.53241, 3.21121], [-1.61055, 3.18977, 3.39998], [0.15769, 1.66136, 2.68167], [-2.06598, -1.47999, -1.06724], [-2.37085, -2.91405, -0.82934], [-1.29535, -3.71950, -1.52658], [0.01401, -3.20012, -1.05843], [-2.67837, -0.88030, -0.52057], [-2.29370, -1.25347, -2.03808], [-3.36644, -3.18163, -1.18330], [-2.32503, -3.09847, 0.24662], [-1.35715, -3.57666, -2.60752], [-1.40475, -4.78434, -1.32392], [0.77102, -3.48740, -1.67732], [0.24223, -3.62570, -0.16063]],
  "forces_ev_per_a": [[0.443, 0.132, 0.265], [0.020, -0.055, -0.025], [-0.126, -0.037, -0.032], [-0.106, 0.045, 0.038], [0.029, -0.043, 0.027], [0.005, -0.006, -0.009], [0.003, 0.024, -0.006], [-0.010, -0.004, 0.011], [-0.027, -0.055, -0.016], [-0.028, -0.128, -0.061], [0.001, 0.027, -0.005], [0.017, -0.002, -0.022], [-0.016, 0.006, 0.005], [0.013, 0.002, 0.000], [-0.012, 0.006, -0.019], [-0.009, 0.035, 0.000], [0.001, 0.011, 0.013], [-0.013, -0.051, 0.003], [-0.022, 0.005, 0.015], [-0.010, 0.009, 0.001], [0.005, -0.007, 0.030], [-0.010, 0.007, -0.022], [-0.200, -0.007, 0.021], [0.059, -0.006, -0.019], [-0.008, 0.000, -0.008], [-0.004, -0.007, 0.003], [-0.018, 0.021, 0.004], [-0.008, 0.013, -0.058], [0.077, 0.062, -0.065], [-0.119, -0.014, -0.067], [0.057, 0.045, 0.003], [0.010, -0.026, 0.013], [-0.021, 0.010, 0.008], [0.026, -0.001, -0.012], [-0.002, 0.002, 0.040], [-0.033, -0.038, -0.028], [0.010, -0.016, 0.002], [-0.012, 0.001, -0.008], [0.001, 0.008, -0.001], [-0.001, 0.015, 0.007], [0.020, -0.021, 0.002], [-0.003, 0.005, -0.008], [0.001, 0.000, 0.005], [-0.002, -0.006, -0.001], [0.003, -0.003, -0.002], [-0.023, -0.031, -0.004], [0.005, -0.002, 0.003], [0.005, 0.000, 0.001], [-0.006, -0.003, 0.004], [-0.007, -0.015, 0.005], [0.022, 0.038, 0.016], [0.002, -0.001, -0.006], [0.004, -0.001, -0.004], [-0.006, -0.008, -0.003], [0.021, -0.004, 0.012], [-0.001, -0.001, 0.010], [0.000, 0.000, -0.004], [0.001, -0.001, -0.002], [-0.003, 0.013, 0.000], [-0.015, 0.003, -0.010], [0.000, -0.002, -0.005], [0.001, 0.002, -0.002], [-0.002, 0.000, 0.001], [0.041, 0.005, 0.024], [0.000, -0.007, -0.001], [0.005, -0.001, 0.000], [0.002, -0.003, 0.004], [0.002, -0.004, -0.003], [0.025, -0.010, 0.009], [-0.012, -0.042, -0.169], [0.041, -0.003, 0.058], [0.006, 0.032, -0.005], [-0.057, 0.021, -0.009], [0.063, 0.004, 0.069], [-0.026, 0.021, 0.031], [0.003, -0.017, -0.004], [-0.027, 0.021, -0.005], [0.011, -0.004, 0.007], [-0.008, -0.005, -0.012], [0.006, 0.023, -0.006], [-0.055, 0.023, -0.022]]
}